Entry 1:
This record from the OMol25 dataset describes C4H8N2S in the gas phase. The level of theory is the ωB97M-V functional and the def2-TZVPD basis.

Calculated values
HOMO   -9.19 eV
SMILES   [H]/N=C(/CS)N1CC1
Energy relative to the best compared isomer or geometry (same formula, charge and spin)   58.3 kcal per mole
Orbital gap   9.98 eV
Total charge   0

The geometry in XYZ format:
```
15
C4H8N2S (the ωB97M-V functional and the def2-TZVPD basis)
H -0.417 -0.900 -2.259
N 0.178 -1.383 -1.574
C 0.037 -0.882 -0.417
C 0.589 -1.674 0.761
S 1.436 -0.718 2.137
N -0.681 0.241 -0.146
C -0.712 1.350 -1.086
C -0.208 1.512 0.326
H -0.374 -2.044 1.288
H 1.283 -2.431 0.372
H 0.424 0.107 2.222
H 0.069 1.386 -1.857
H -1.728 1.680 -1.403
H -0.758 2.099 1.113
H 0.862 1.657 0.524
```

These are the Mulliken partial charges, in e, on atoms 1 to 2: 0.274 -0.676


Entry 2:
This record from the OMol25 dataset describes a molecular structure, C37H24F5IN4P2PtSSe2. The level of theory is the ωB97M-V functional and the def2-TZVPD basis.

Calculated values
HOMO (alpha / beta)   -7.56 / -7.55 eV
Energy relative to the best compared isomer or geometry (same formula, charge and spin)   62.6 kcal per mole
Orbital gap (alpha / beta)   6.39 / 6.39 eV
Total charge   0

The geometry in XYZ format:
```
77
C37H24F5IN4P2PtSSe2 (the ωB97M-V functional and the def2-TZVPD basis)
Pt 0.235 -0.264 -0.414
Se 6.262 1.744 2.876
P 5.964 0.105 1.593
C 7.072 0.030 0.158
C 8.042 1.005 -0.004
C 8.908 0.948 -1.091
C 8.803 -0.082 -2.009
C 7.827 -1.062 -1.850
C 6.964 -1.003 -0.773
C 6.268 -1.467 2.474
C 7.289 -2.340 2.100
C 7.582 -3.452 2.878
C 6.869 -3.704 4.039
C 5.863 -2.832 4.429
C 5.576 -1.721 3.655
C 4.324 0.110 0.786
C 2.965 0.009 1.103
N 2.317 0.176 -0.072
N 3.179 0.427 -1.030
N 4.390 0.395 -0.537
P 1.928 -0.068 2.569
Se -0.169 -0.453 2.132
C 2.483 -1.442 3.590
C 3.047 -2.557 2.977
C 3.305 -3.695 3.724
C 3.007 -3.718 5.079
C 2.452 -2.601 5.693
C 2.180 -1.464 4.949
C 2.051 1.478 3.488
C 3.064 1.704 4.415
C 3.149 2.925 5.065
C 2.233 3.925 4.783
C 1.226 3.708 3.851
C 1.129 2.487 3.207
H 8.111 1.806 0.721
H 9.661 1.715 -1.217
H 9.478 -0.126 -2.854
H 7.738 -1.863 -2.571
H 6.191 -1.755 -0.659
H 7.872 -2.152 1.211
H 8.382 -4.116 2.577
H 7.106 -4.568 4.646
H 5.306 -3.008 5.341
H 4.816 -1.033 3.987
H 3.295 -2.528 1.922
H 3.757 -4.557 3.250
H 3.212 -4.606 5.662
H 2.222 -2.620 6.750
H 1.737 -0.596 5.422
H 3.791 0.942 4.642
H 3.947 3.095 5.775
H 2.306 4.881 5.286
H 0.515 4.491 3.624
H 0.348 2.315 2.478
F -5.514 3.148 1.500
C -4.302 2.861 1.032
C -4.062 1.657 0.399
F -5.053 0.776 0.247
C -2.798 1.372 -0.083
F -2.658 0.193 -0.723
C -1.725 2.243 0.049
S -0.090 1.977 -0.547
C -2.008 3.450 0.691
F -1.037 4.349 0.868
C -3.264 3.765 1.172
F -3.479 4.929 1.785
I 3.089 -2.767 -1.243
C 1.213 -3.362 -0.569
C 1.031 -4.698 -0.232
C -0.232 -5.129 0.127
C -1.279 -4.221 0.114
C -1.007 -2.911 -0.211
N 0.223 -2.470 -0.534
H 1.870 -5.376 -0.267
H -0.396 -6.163 0.400
H -2.288 -4.511 0.366
H -1.791 -2.165 -0.211
```

These are the Mulliken partial charges, in e, on atoms 1 to 2: 1.735 -0.367


Entry 3:
This record from the OMol25 dataset describes a molecular structure, C9H8FN. The level of theory is the ωB97M-V functional and the def2-TZVPD basis.

Calculated values
HOMO   -9.69 eV
Energy relative to the best compared isomer or geometry (same formula, charge and spin)   39.1 kcal per mole
Orbital gap   9.38 eV
Total charge   0

The geometry in XYZ format:
```
19
C9H8FN (the ωB97M-V functional and the def2-TZVPD basis)
C -2.823 1.604 -0.568
C -2.044 0.742 -0.286
C 2.111 1.287 0.806
C 3.024 0.314 0.223
C 0.761 1.088 0.748
C 2.450 -0.758 -0.435
C 0.208 -0.047 0.104
C -1.774 -1.600 -0.542
C -1.255 -0.358 0.015
N 1.065 -0.866 -0.460
F -1.674 -0.391 1.751
H -3.748 1.978 -0.909
H 2.335 2.151 1.250
H 4.075 0.368 0.092
H 0.185 1.777 1.261
H 2.854 -1.476 -1.045
H -2.847 -1.617 -0.276
H -1.560 -1.700 -1.608
H -1.344 -2.496 -0.121
```

These are the Mulliken partial charges, in e, on atoms 1 to 2: -0.162 -1.018


Entry 4:
This record from the OMol25 dataset describes C17H21NO4S in the gas phase. The level of theory is the ωB97M-V functional and the def2-TZVPD basis.

Calculated values
HOMO   -8.17 eV
SMILES   CCOc1ccc(S(=O)(=O)NC[C@H]2CCCO2)c2ccccc12
Energy relative to the best compared isomer or geometry (same formula, charge and spin)   31.7 kcal per mole
Orbital gap   8.59 eV
Total charge   0

The geometry in XYZ format:
```
44
C17H21NO4S (the ωB97M-V functional and the def2-TZVPD basis)
C -1.779 -0.261 4.542
C -0.390 -0.891 4.542
O -0.198 -1.784 3.462
C 0.048 -1.309 2.217
C 0.213 0.016 1.885
C 0.480 0.391 0.560
C 0.567 -0.543 -0.430
S 0.923 -0.068 -2.130
O 2.285 -0.413 -2.414
O -0.109 -0.573 -2.990
N 0.813 1.590 -2.208
C -0.526 2.138 -2.127
C -0.478 3.589 -1.635
C -1.880 4.188 -1.462
C -2.166 3.928 0.016
C -0.775 4.098 0.621
O 0.144 3.629 -0.353
C 0.429 -1.918 -0.137
C 0.565 -2.916 -1.122
C 0.433 -4.238 -0.796
C 0.159 -4.622 0.524
C 0.028 -3.677 1.504
C 0.163 -2.308 1.202
H -2.536 -1.040 4.565
H -1.894 0.370 5.419
H -1.935 0.341 3.650
H 0.392 -0.122 4.553
H -0.268 -1.516 5.431
H 0.152 0.795 2.628
H 0.614 1.440 0.345
H 1.479 2.055 -1.609
H -1.148 1.537 -1.451
H -0.965 2.089 -3.126
H 0.141 4.170 -2.329
H -1.858 5.260 -1.658
H -2.603 3.720 -2.125
H -2.523 2.909 0.162
H -2.888 4.622 0.440
H -0.569 5.156 0.830
H -0.626 3.523 1.538
H 0.776 -2.610 -2.134
H 0.542 -4.996 -1.557
H 0.056 -5.670 0.764
H -0.177 -3.957 2.525
```

These are the Mulliken partial charges, in e, on atoms 1 to 2: -0.991 -0.487


Entry 5:
This record from the OMol25 dataset describes 6 unconnected molecules or ions with the total composition C21H36O18. The level of theory is the ωB97M-V functional and the def2-TZVPD basis.

Calculated values
HOMO   -10.43 eV
SMILES   CCOC(=O)OC.CCOC(=O)OC.CCOC(=O)OC.O=C1OCCO1.O=C1OCCO1.O=C1OCCO1
Energy relative to the best compared isomer or geometry (same formula, charge and spin)   97.4 kcal per mole
Orbital gap   10.81 eV
Total charge   0

The geometry in XYZ format:
```
75
C21H36O18 (the ωB97M-V functional and the def2-TZVPD basis)
C 2.283 4.310 1.400
C 3.389 4.323 0.248
O 4.639 4.411 0.856
C 5.722 4.329 0.067
O 5.687 4.020 -1.110
O 6.826 4.836 0.779
C 8.144 4.627 0.412
H 2.413 3.435 2.036
H 1.246 4.063 1.170
H 2.274 5.215 2.007
H 3.176 5.192 -0.374
H 3.384 3.423 -0.367
H 8.375 5.002 -0.585
H 8.345 3.559 0.490
H 8.798 5.224 1.048
C 1.523 0.690 4.698
C 2.430 1.745 4.046
O 3.792 1.460 4.086
C 4.402 0.701 3.086
O 3.772 0.531 2.039
O 5.673 0.385 3.392
C 6.614 -0.475 2.691
H 0.752 1.250 5.228
H 2.181 0.076 5.311
H 0.953 0.013 4.061
H 2.230 2.758 4.394
H 2.047 1.848 3.031
H 6.023 -1.362 2.464
H 7.514 -0.678 3.272
H 6.820 0.102 1.789
C 0.722 0.343 0.756
C -0.829 0.556 0.893
O -1.466 -0.470 0.221
C -1.772 -1.670 0.894
O -1.637 -1.926 2.109
O -2.147 -2.537 0.066
C -2.848 -3.675 0.568
H 1.374 1.216 0.726
H 0.866 -0.091 -0.234
H 1.033 -0.329 1.556
H -1.128 1.556 0.580
H -0.956 0.503 1.974
H -2.310 -4.313 1.269
H -3.147 -4.169 -0.357
H -3.674 -3.372 1.211
O -6.059 -5.576 -4.503
C -5.401 -4.563 -4.238
O -5.328 -3.998 -3.082
C -4.703 -2.703 -3.143
C -3.773 -2.976 -4.392
O -4.530 -3.988 -5.114
H -5.327 -1.810 -3.190
H -4.112 -2.611 -2.232
H -2.809 -3.431 -4.166
H -3.633 -2.089 -5.010
O -5.431 -1.777 -0.115
C -6.109 -0.796 -0.382
O -7.264 -0.513 0.297
C -7.895 0.594 -0.325
C -6.908 1.122 -1.277
O -5.870 0.146 -1.255
H -8.664 0.190 -0.983
H -8.355 1.319 0.346
H -6.707 2.173 -1.071
H -7.320 1.086 -2.286
O -0.605 -0.013 -3.184
C -0.171 -1.191 -3.079
O 0.629 -1.584 -2.108
C 1.015 -2.989 -2.218
C -0.084 -3.477 -3.119
O -0.566 -2.284 -3.754
H 1.967 -3.069 -2.743
H 0.997 -3.628 -1.335
H -0.742 -3.972 -2.405
H 0.254 -4.228 -3.834
```

These are the Mulliken partial charges, in e, on atoms 1 to 2: -0.815 -0.293


Entry 6:
This record from the OMol25 dataset describes a molecular structure, C22H51BN6O14S3. The level of theory is the ωB97M-V functional and the def2-TZVPD basis.

Calculated values
HOMO   -8.90 eV
Orbital gap   8.97 eV
Total charge   0

The geometry in XYZ format:
```
97
C22H51BN6O14S3 (the ωB97M-V functional and the def2-TZVPD basis)
N 1.362 0.935 -1.248
B 0.352 1.114 -0.205
O 0.233 2.345 0.399
C -0.559 -0.158 0.153
C 0.025 -1.291 0.997
C 1.441 -1.772 0.681
C 1.946 -2.638 1.845
S 0.908 -4.031 2.187
O 1.646 -4.845 3.073
O -0.307 -3.629 2.818
O 0.683 -4.906 0.891
O -0.927 -0.789 -1.115
S -2.354 -1.438 -1.052
O -3.250 -1.065 -2.067
O -2.207 -2.846 -0.993
O -2.745 -0.967 0.445
C -1.936 0.173 0.731
S -2.646 1.512 -0.405
C -2.045 0.764 2.121
C -2.157 -0.259 3.263
O -1.267 0.094 4.336
H 1.298 1.791 -1.801
H 2.277 1.019 -0.800
H 0.537 2.345 1.320
H -0.027 -1.058 2.052
H -0.616 -2.149 0.863
H 2.172 -0.982 0.594
H 1.491 -2.323 -0.248
H 2.941 -2.977 1.604
H 1.952 -2.027 2.734
H 0.060 -4.435 0.302
H -2.171 2.609 0.202
H -2.929 1.379 2.134
H -1.200 1.418 2.284
H -3.131 -0.241 3.718
H -1.897 -1.266 2.955
H -0.386 0.261 3.968
C 3.396 5.827 1.120
C 2.710 4.720 0.353
O 2.845 3.545 0.652
N 1.923 5.078 -0.696
C 1.651 6.411 -1.206
H 3.980 5.382 1.919
H 4.065 6.387 0.467
H 2.663 6.506 1.557
H 1.489 4.293 -1.155
H 0.579 6.616 -1.164
H 1.971 6.482 -2.246
H 2.175 7.164 -0.627
C -5.527 -4.784 2.189
C -4.854 -3.980 3.277
O -5.372 -2.984 3.758
N -3.639 -4.404 3.704
C -2.867 -5.552 3.258
H -6.481 -4.321 1.958
H -4.914 -4.795 1.287
H -5.704 -5.808 2.521
H -3.244 -3.822 4.425
H -2.685 -6.211 4.108
H -1.911 -5.203 2.874
H -3.381 -6.108 2.481
C -2.658 6.770 2.693
C -1.867 6.010 1.656
O -2.351 5.092 1.015
N -0.573 6.380 1.452
C 0.172 7.438 2.108
H -3.660 6.355 2.734
H -2.197 6.671 3.676
H -2.727 7.825 2.427
H -0.103 5.825 0.752
H 0.522 8.160 1.368
H 1.040 7.019 2.620
H -0.444 7.955 2.836
C -0.343 -2.615 -3.982
C 0.358 -3.021 -5.255
O 1.262 -2.358 -5.743
N -0.053 -4.170 -5.852
C -1.101 -5.077 -5.421
H 0.095 -1.685 -3.631
H -1.407 -2.454 -4.156
H -0.208 -3.374 -3.210
H 0.452 -4.388 -6.696
H -0.683 -6.071 -5.249
H -1.866 -5.154 -6.195
H -1.565 -4.729 -4.505
C 5.296 -2.362 -2.348
C 4.240 -1.294 -2.198
O 3.731 -1.026 -1.116
N 3.845 -0.637 -3.309
C 4.307 -0.811 -4.675
H 5.493 -2.794 -1.372
H 4.952 -3.150 -3.018
H 6.222 -1.934 -2.734
H 3.125 0.048 -3.131
H 4.721 0.129 -5.047
H 3.468 -1.099 -5.310
H 5.072 -1.577 -4.734
```

These are the Mulliken partial charges, in e, on atoms 1 to 2: -0.557 -0.068


For reference, E by record: -18091.2125, -229758.0936, -13666.2113, -38484.5965, -59212.3437, -94430.7231 eV.